[1]
Molecular formula: C7H15NS2
Method: DFT, wB97M-V/def2-TZVPD

The geometry in XYZ format:
```
25
Properties=species:S:1:pos:R:3:forces:R:3
C -0.297439 0.282826 3.652816 -3.53 1.19 -0.64
C -0.881728 0.929905 2.336206 -0.18 -0.56 -0.59
C -0.533176 0.122934 0.980435 0.43 3.43 0.01
C -0.724799 1.070866 -0.264664 1.24 -2.54 -0.14
C -0.648767 0.471909 -1.736151 0.58 1.66 -0.38
S -0.432719 -1.186573 -2.204309 -1.88 -1.48 -0.05
C 1.154393 -1.401661 -1.577115 3.71 2.25 1.19
C 2.204610 -1.510173 -2.728247 -1.58 -1.12 1.11
N -1.850546 0.807818 -1.066782 -2.27 1.52 -0.93
S -2.959641 2.086920 -1.692344 2.06 0.11 1.11
H 0.438452 -0.389401 3.432744 2.19 -1.67 -0.58
H -1.137754 -0.293766 4.072481 0.45 0.05 0.17
H 0.029741 0.977253 4.411682 0.09 0.38 -0.02
H -0.558635 1.975403 2.243984 0.42 -0.32 -0.24
H -1.972648 1.048302 2.385680 0.16 -0.29 0.24
H -1.147542 -0.713028 0.670680 0.28 -0.66 0.87
H 0.561714 0.014212 1.061834 -0.46 -0.90 -0.22
H -0.194891 1.991731 -0.218755 -0.13 1.11 -0.03
H -0.222011 1.057012 -2.616024 -0.82 0.31 1.75
H 1.382476 -0.440321 -0.955872 -0.27 -1.63 -1.11
H 1.322172 -2.178479 -0.837634 -0.47 -0.50 -0.17
H 1.780123 -2.246572 -3.390236 0.13 -0.27 -0.62
H 2.339697 -0.607048 -3.251135 0.00 1.20 -0.61
H 3.145114 -1.875933 -2.403807 0.98 -0.29 0.51
H -3.743393 1.198000 -2.192326 -1.11 -0.99 -0.61
```
Positions in Å, forces in eV/Å.

Calculated total energy ... -1126.7247 hartree
SMILES ... CCC[C@H]1[C@@H](SCC)N1S
E_HOMO ... -8.48 eV
LUMO level ... 0.77 eV
Kohn-Sham gap ... 9.3 eV
Max |F| ... 4.49 eV Å⁻¹

=====

[2]
Molecular formula: C19H50BN5NbO9S
Method: DFT, wB97M-V/def2-TZVPD

The geometry in XYZ format:
```
86
Properties=species:S:1:pos:R:3:forces:R:3
C 4.145564 -1.546642 3.394487 0.30 -0.23 0.22
O 3.140689 -2.157877 4.163672 -0.07 0.17 -0.33
C 1.773957 -1.782712 3.894454 -0.42 0.04 0.16
C 1.492821 -0.950189 2.660211 0.14 0.09 -0.42
C 0.006786 -0.708347 2.281898 0.21 -0.10 0.28
Nb -1.768940 -1.284505 3.520529 -3.27 1.25 -0.39
O -3.458383 -1.765392 4.532963 1.16 0.11 -0.45
S -3.248326 -0.418736 1.667754 0.52 0.00 -0.14
B -1.475687 -3.444997 2.549589 0.82 -0.28 0.32
O -0.564728 -3.765944 1.527825 0.08 -0.24 0.23
O -2.310250 -4.485119 2.966236 -0.09 0.04 0.31
H 5.089032 -1.983750 3.716998 0.13 -0.10 0.18
H 4.218802 -0.473256 3.568189 -0.12 0.23 -0.08
H 4.056437 -1.751473 2.336655 -0.16 0.16 -0.29
H 1.395820 -1.272801 4.776505 -0.03 0.19 0.17
H 1.191745 -2.699554 3.836826 0.03 -0.29 0.00
H 1.982064 0.015381 2.766945 0.13 0.20 0.12
H 1.968544 -1.394100 1.792712 0.15 -0.22 0.07
H -0.112019 0.359963 2.105137 -0.14 0.27 0.07
H -0.150683 -1.167214 1.305879 -0.17 -0.20 -0.16
H -1.546852 0.369296 4.341480 0.93 -0.47 0.39
H -0.851494 -1.884692 4.955305 0.02 -0.20 0.00
H -3.234364 -2.332496 5.280769 -0.17 0.03 0.03
H -4.421963 -0.407674 2.299144 -0.11 -0.18 0.23
H 0.261808 -4.050487 1.938805 0.12 0.17 -0.24
H -1.798864 -5.092863 3.517314 -0.11 -0.16 -0.17
C 5.096716 -0.008925 -1.330433 -0.01 -0.03 0.05
C 3.732917 -0.097633 -0.679015 -0.31 0.03 0.03
O 3.507090 -0.835489 0.266737 0.49 -0.11 -0.22
N 2.742883 0.676339 -1.178688 0.05 0.01 -0.07
C 2.766395 1.598301 -2.294673 -0.08 -0.06 0.09
H 5.766046 -0.688176 -0.811867 -0.03 -0.03 0.04
H 5.043634 -0.297462 -2.380970 0.02 0.07 -0.03
H 5.494653 1.004001 -1.258965 -0.01 0.02 -0.08
H 1.868099 0.579126 -0.681092 -0.02 0.08 0.01
H 2.498523 2.595415 -1.954331 -0.01 0.05 -0.10
H 2.023208 1.284417 -3.031163 0.04 0.12 -0.10
H 3.740974 1.626471 -2.775400 0.06 -0.11 0.08
C -1.994895 2.144962 -1.681065 0.09 -0.01 0.07
C -0.781682 2.893483 -2.174560 -0.13 -0.07 0.19
O 0.222272 3.018287 -1.483001 0.06 0.08 -0.06
N -0.831331 3.417551 -3.423030 -0.07 -0.16 0.01
C -1.924978 3.358825 -4.379706 0.56 0.20 -0.17
H -1.797741 1.784549 -0.675695 0.03 -0.01 0.01
H -2.860048 2.806295 -1.660188 -0.04 -0.02 -0.06
H -2.210330 1.289645 -2.323624 -0.07 0.02 -0.01
H 0.010051 3.902250 -3.690059 -0.02 0.05 0.00
H -1.580210 2.860512 -5.281748 -0.19 -0.09 -0.06
H -2.249317 4.369104 -4.626837 -0.13 -0.01 0.05
H -2.764754 2.811988 -3.970990 -0.01 -0.01 0.04
C -4.223786 6.983303 -1.296653 0.03 -0.02 -0.01
C -4.161278 5.980077 -2.425150 0.01 -0.02 0.06
O -3.284311 5.138477 -2.491170 -0.07 0.10 0.08
N -5.131682 6.045243 -3.379398 -0.01 0.11 0.05
C -6.245064 6.968386 -3.464506 0.09 -0.24 -0.17
H -3.389061 6.794837 -0.629829 0.03 -0.05 -0.02
H -4.149391 8.002527 -1.678149 -0.07 0.02 0.03
H -5.153119 6.878220 -0.735975 -0.02 0.07 -0.01
H -5.034215 5.347813 -4.100234 -0.01 -0.02 0.01
H -7.190889 6.423828 -3.450002 -0.05 0.07 0.05
H -6.193105 7.541175 -4.392507 -0.04 0.08 0.04
H -6.231395 7.659960 -2.629519 0.01 0.01 0.02
C 3.101913 -4.440245 6.062509 -0.24 -0.16 -0.07
C 2.101802 -5.478450 6.512152 0.02 0.05 0.00
O 1.038003 -5.660248 5.950346 -0.02 -0.06 -0.06
N 2.433294 -6.241414 7.601703 0.11 0.08 -0.03
C 3.638881 -6.180090 8.398531 -0.26 -0.17 0.03
H 2.722558 -3.897539 5.199105 0.04 -0.21 0.20
H 3.290525 -3.715232 6.855382 0.09 -0.01 0.00
H 4.040875 -4.923650 5.783544 0.06 0.08 0.06
H 1.727732 -6.914986 7.851328 -0.02 0.01 0.00
H 4.162728 -7.139196 8.375141 0.09 0.05 0.01
H 3.398814 -5.947660 9.439018 0.09 0.05 0.01
H 4.304218 -5.413123 8.018061 0.00 0.02 -0.01
C -0.013817 -0.135618 -5.713857 -0.04 0.04 -0.01
C -1.130446 0.096655 -6.706364 0.04 0.02 0.15
O -1.882223 1.052248 -6.610964 -0.04 -0.08 -0.20
N -1.273907 -0.804233 -7.714691 0.10 -0.02 0.03
C -0.481667 -1.989936 -7.975601 -0.24 0.11 -0.13
H -0.037907 0.663578 -4.978674 -0.05 0.03 0.00
H -0.142795 -1.088036 -5.199049 0.07 -0.02 -0.01
H 0.956550 -0.127635 -6.211995 0.02 -0.07 0.02
H -2.036594 -0.592421 -8.337825 -0.02 -0.01 0.00
H -0.017644 -1.925978 -8.961627 0.07 -0.04 0.03
H -1.112417 -2.879962 -7.949621 0.07 -0.05 0.04
H 0.299130 -2.098335 -7.231380 0.01 0.01 0.03
```
Positions in Å, forces in eV/Å.

Calculated total energy ... -2184.9296 hartree
E_HOMO ... -3.75 eV
LUMO level ... 1.99 eV
Charge ... -1
Kohn-Sham gap ... 5.7 eV
Max |F| ... 3.52 eV Å⁻¹

=====

[3]
Molecular formula: C14H41BFN3NbO5
Method: DFT, wB97M-V/def2-TZVPD

The geometry in XYZ format:
```
66
Properties=species:S:1:pos:R:3:forces:R:3
C 1.977284 0.806326 0.206949 -0.31 0.11 -0.12
B 2.689159 -0.350834 -0.592399 0.55 -1.13 -0.64
O 3.654516 0.073260 -1.515254 0.49 0.88 0.61
Nb 2.055184 -2.606184 -0.188126 -0.38 -0.66 1.15
F 0.438200 -2.057774 0.597621 -1.23 0.43 0.24
C 3.346253 -2.167500 1.595437 0.21 1.17 -0.98
N 2.413634 -2.596103 2.628696 -0.25 -0.32 0.00
H 2.670981 1.626848 0.412854 0.06 0.03 0.06
H 1.542744 0.433215 1.132683 -0.08 0.05 0.11
H 1.161578 1.223785 -0.393452 -0.05 0.01 -0.03
H 4.470828 -0.415180 -1.390300 -0.25 -0.57 -0.49
H 1.737463 -4.495706 0.042754 0.37 -0.15 -0.26
H 1.354919 -2.272677 -1.868866 0.58 0.59 0.41
H 3.515219 -3.132686 -1.137859 0.29 -0.04 -0.37
H 3.686319 -1.150235 1.768243 -0.11 0.08 0.36
H 4.256481 -2.765853 1.571853 -0.09 -0.38 -0.11
H 1.896146 -3.428807 2.344251 0.18 -0.18 0.09
H 1.707306 -1.884083 2.780976 0.04 0.12 0.00
C -4.022874 1.857025 3.562784 -0.08 -0.01 -0.03
O -3.332639 2.061969 4.774888 0.12 0.03 0.01
C -3.670081 1.167038 5.823179 -0.18 -0.02 0.02
C -2.527559 0.233196 6.144147 0.12 -0.02 0.05
N -2.306964 -0.707965 5.063152 0.04 0.12 -0.12
C -1.120906 -1.544361 5.196397 -0.08 -0.12 0.03
C 0.239899 -0.863570 5.188317 0.08 0.00 0.09
O 0.570449 -0.272522 3.951099 0.04 -0.04 -0.14
C 0.127462 1.050614 3.740240 0.03 0.08 0.07
H -3.754265 2.679945 2.903878 0.00 0.00 -0.03
H -3.755656 0.913569 3.074407 0.02 -0.01 0.04
H -5.108181 1.863002 3.715946 0.01 0.03 0.00
H -4.558347 0.587121 5.550539 0.01 -0.02 0.03
H -3.906181 1.764454 6.708985 -0.01 0.02 -0.02
H -2.781838 -0.328102 7.050386 0.02 0.00 0.00
H -1.648057 0.852397 6.380787 -0.02 -0.03 0.00
H -2.248932 -0.199356 4.189790 0.00 -0.03 -0.02
H -1.128899 -2.263934 4.374933 -0.01 -0.01 0.01
H -1.208578 -2.117248 6.126693 -0.01 0.00 0.00
H 0.991194 -1.638776 5.360428 0.04 0.03 -0.01
H 0.341525 -0.123379 5.994340 -0.06 -0.01 -0.02
H 0.090254 1.604734 4.684824 0.00 0.03 -0.02
H -0.861039 1.097835 3.272282 0.00 -0.04 0.02
H 0.837555 1.532330 3.069336 -0.01 -0.01 0.01
C -2.367667 0.480868 -6.891443 -0.05 0.04 -0.10
O -1.582206 -0.487172 -6.245312 0.03 -0.02 0.13
C -0.306934 -0.718777 -6.832059 -0.01 -0.02 -0.21
C 0.815874 -0.241513 -5.945122 0.05 0.02 0.13
N 0.819501 1.211211 -5.849141 -0.13 -0.03 0.00
C 1.778156 1.752800 -4.888535 -0.02 0.08 -0.12
C 1.610654 1.385963 -3.425519 0.13 -0.02 0.17
O 0.442698 1.925213 -2.821990 -0.10 0.11 -0.23
C -0.714137 1.124202 -2.933749 0.02 -0.13 0.12
H -3.346977 0.464466 -6.415762 -0.01 0.02 0.00
H -1.952168 1.492892 -6.809659 0.03 -0.03 0.02
H -2.489797 0.256157 -7.958512 -0.02 -0.02 0.02
H -0.255076 -0.215924 -7.804474 0.05 -0.02 0.00
H -0.203624 -1.795436 -6.991994 -0.05 0.00 0.01
H 1.762955 -0.567436 -6.387709 0.02 0.01 0.02
H 0.724569 -0.746220 -4.973533 0.01 0.00 -0.03
H -0.110796 1.513279 -5.586047 0.03 0.03 0.06
H 1.745832 2.842939 -4.971923 0.01 -0.01 -0.01
H 2.781304 1.437398 -5.194406 0.00 -0.01 -0.02
H 2.457778 1.806025 -2.882747 -0.02 -0.01 0.06
H 1.657282 0.305553 -3.258343 -0.06 -0.02 -0.02
H -0.459978 0.059717 -2.931855 -0.02 0.00 0.03
H -1.301017 1.339425 -3.835496 0.05 0.02 0.00
H -1.337778 1.328544 -2.062486 -0.02 0.00 -0.01
```
Positions in Å, forces in eV/Å.

Calculated total energy ... -1280.0087 hartree
E_HOMO ... -3.37 eV
LUMO level ... 2.56 eV
Charge ... -1
Kohn-Sham gap ... 5.9 eV
Max |F| ... 1.53 eV Å⁻¹

=====

[4]
Molecular formula: C16H11F2NO
Method: DFT, wB97M-V/def2-TZVPD

The geometry in XYZ format:
```
31
Properties=species:S:1:pos:R:3:forces:R:3
O 2.853844 2.519004 -2.372371 -1.13 0.67 0.68
C 3.738759 1.792184 -2.748030 3.20 -2.68 -1.33
N 4.633826 1.053976 -3.124069 -2.42 1.83 1.08
F -3.682649 3.188764 1.498121 1.14 0.11 -0.13
C -2.327429 3.310601 1.303459 -0.80 -0.38 0.02
C -1.751025 4.569884 1.471049 0.63 -0.51 -0.20
C -0.367757 4.681303 1.256388 -0.29 -0.02 0.10
C 0.379350 3.571341 0.886676 0.17 -0.60 -0.35
C -0.219926 2.295700 0.707264 -0.73 0.85 0.40
C 0.568681 1.174435 0.308700 0.34 -0.39 -0.03
C 0.096655 -0.132790 0.299833 -0.13 -0.34 0.00
C 0.842471 -1.208026 -0.164074 0.06 0.93 0.19
C 0.333729 -2.534802 -0.299675 -0.57 -1.29 0.03
C -1.051664 -2.819805 -0.135316 0.45 -0.30 -0.10
C -1.479679 -4.129431 -0.295437 -0.85 0.06 0.11
F -2.822087 -4.391975 -0.156408 1.18 0.24 -0.10
C -0.632776 -5.195704 -0.599966 0.50 0.67 0.04
C 0.735287 -4.912575 -0.748422 -0.31 -0.09 0.05
C 1.206292 -3.615333 -0.600386 -0.07 0.72 0.01
C -1.619288 2.175354 0.939559 0.29 0.41 0.04
H -2.361790 5.421885 1.755244 0.08 -0.18 -0.07
H 0.122929 5.647459 1.372675 -0.15 -0.28 -0.03
H 1.451784 3.637527 0.701070 -0.27 0.19 0.01
H 1.603618 1.347286 0.005364 -0.15 0.13 -0.08
H -0.905295 -0.328867 0.687917 0.35 0.10 -0.26
H 1.881015 -1.015018 -0.443009 -0.17 -0.11 -0.06
H -1.764937 -2.029588 0.098306 0.09 -0.42 -0.15
H -1.030049 -6.199906 -0.719921 0.04 0.23 0.03
H 1.432350 -5.715463 -0.989820 -0.23 0.23 0.09
H 2.264259 -3.376828 -0.713841 -0.22 -0.23 -0.05
H -2.128497 1.219407 0.819118 -0.03 0.47 0.04
```
Positions in Å, forces in eV/Å.

Calculated total energy ... -945.8968 hartree
E_HOMO ... -6.50 eV
LUMO level ... -3.70 eV
Kohn-Sham gap ... 2.8 eV
Max |F| ... 4.39 eV Å⁻¹